1.
Density functional theory data (the ωB97M-V functional and the def2-TZVPD basis) for a gas-phase ion, C4H8N3 (charge +1).

ORCA input file:
```
! wB97M-V def2-TZVPD RIJCOSX def2/J DEFGRID3
* xyz 1 1
C -0.260 0.668 0.709
C -0.653 0.400 -1.573
C -0.430 1.417 1.972
C 1.119 -2.116 -1.040
N -0.815 1.096 -0.520
N 0.399 -0.435 0.605
N 0.461 -1.019 -0.476
H -0.963 0.449 -2.588
H 0.494 1.927 2.249
H -1.222 2.157 1.894
H -0.673 0.727 2.778
H 0.415 -2.706 -1.633
H 1.945 -1.798 -1.683
H 1.513 -2.743 -0.235
H -1.329 1.976 -0.460
*
```

Computed properties:
- LUMO energy (eV) = -4.961

---

2.
Density functional theory data (the ωB97M-V functional and the def2-TZVPD basis) for 2 unconnected molecules or ions with the total composition C4H8N3O2.

ORCA input file:
```
! wB97M-V def2-TZVPD RIJCOSX def2/J DEFGRID3
* xyz 1 1
C 0.864 -0.104 0.652
C -0.678 -1.968 -1.915
C -1.254 1.656 0.524
C 0.013 0.906 0.441
N 1.683 0.161 2.007
N 0.132 -2.322 -2.708
N -0.992 1.012 -0.682
O 1.285 -0.978 -0.130
O -1.464 -1.453 -1.246
H -2.116 1.153 0.949
H -1.308 2.770 0.535
H 1.689 -0.588 2.729
H 1.114 0.998 2.266
H 2.625 0.405 1.746
H 0.502 -3.267 -2.766
H -1.314 0.115 -0.948
H -0.780 1.504 -1.455
*
```

Computed properties:
- LUMO energy (eV) = -3.237

---

3.
Density functional theory data (the ωB97M-V functional and the def2-TZVPD basis) for C4H8N3OPS in the gas phase.

ORCA input file:
```
! wB97M-V def2-TZVPD RIJCOSX def2/J DEFGRID3
* xyz 0 1
N -2.228 1.108 0.745
P -1.520 0.409 -0.409
N -2.613 -0.440 -1.246
N -0.492 1.138 -1.634
C 0.675 0.656 -1.615
C 0.868 -0.481 -0.612
C 1.993 -0.147 0.303
C 1.930 -0.043 1.632
S 0.672 -0.342 2.793
O -0.369 -0.799 -0.005
H -1.546 1.799 1.232
H -2.583 -1.257 -1.703
H -3.306 -0.424 -0.459
H 1.526 1.171 -1.990
H 1.137 -1.478 -1.137
H 3.040 0.013 -0.084
H 2.830 0.327 2.137
H -0.014 -1.209 2.051
*
```

Computed properties:
- LUMO energy (eV) = 0.545
- structure (SMILES) = N=[P@@]1(N)N=C[C@@H](/C=C\S)O1

---

4.
Density functional theory data (the ωB97M-V functional and the def2-TZVPD basis) for C4H8N3OPS in the gas phase.

ORCA input file:
```
! wB97M-V def2-TZVPD RIJCOSX def2/J DEFGRID3
* xyz 0 1
C -1.073 1.090 0.318
C -2.302 0.795 0.821
C -0.702 0.511 -1.024
C -2.783 -0.457 0.354
N 0.446 0.047 -1.271
N 2.879 0.540 -0.128
N 1.707 -1.865 0.121
O 0.680 0.419 1.218
P 1.365 -0.273 0.082
S -2.131 -1.063 -1.003
H -0.579 2.054 0.399
H -2.883 1.384 1.589
H -1.025 0.972 -1.945
H -3.648 -0.889 0.819
H 3.623 0.358 -0.740
H 3.068 1.066 0.706
H 2.396 -2.142 -0.595
H 0.963 -2.545 0.280
*
```

Computed properties:
- LUMO energy (eV) = -0.457

---

5.
Density functional theory data (the ωB97M-V functional and the def2-TZVPD basis) for 2 unconnected molecules or ions with the total composition C4H8N4.

ORCA input file:
```
! wB97M-V def2-TZVPD RIJCOSX def2/J DEFGRID3
* xyz 0 1
C -1.804 -0.420 1.252
C -1.049 -0.783 0.214
N 0.329 -0.605 0.123
N 0.906 -1.035 -1.073
N 0.928 0.161 1.023
C 2.128 0.561 0.908
H -1.399 0.161 2.061
H -2.819 -0.764 1.337
H -1.421 -1.406 -0.585
H 0.956 -0.198 -1.747
H 1.821 -1.448 -0.911
H 2.825 0.259 0.126
H 2.503 1.201 1.687
C -1.329 1.390 -1.437
N -0.581 1.170 -2.280
H -1.994 1.756 -0.698
*
```

Computed properties:
- LUMO energy (eV) = 1.014
- structure (SMILES) = C=CN(N)N=C.C#N

---

6.
Density functional theory data (the ωB97M-V functional and the def2-TZVPD basis) for C4H8N4 in the gas phase.

ORCA input file:
```
! wB97M-V def2-TZVPD RIJCOSX def2/J DEFGRID3
* xyz 0 1
C -2.036 -0.894 0.076
C -1.775 0.372 -0.122
N -0.745 1.241 -0.073
N 0.463 1.238 0.636
C 1.438 0.460 -0.255
C 1.469 -1.124 0.000
N 0.116 -1.327 -0.274
N -0.631 -1.454 0.624
H -2.958 -1.515 -0.372
H -2.702 0.918 -0.378
H -0.873 2.347 -0.406
H 0.407 0.947 1.730
H 1.066 0.755 -1.350
H 2.537 0.760 0.030
H 1.911 -1.317 0.923
H 2.314 -1.404 -0.790
*
```

Computed properties:
- LUMO energy (eV) = 1.006
- structure (SMILES) = C1=C\NNCC/N=N/1

---

7.
Density functional theory data (the ωB97M-V functional and the def2-TZVPD basis) for C4H8N4 in the gas phase.

ORCA input file:
```
! wB97M-V def2-TZVPD RIJCOSX def2/J DEFGRID3
* xyz 0 1
H -0.796 -1.936 1.524
N -0.766 -0.801 1.426
C -1.179 -0.392 0.218
N -1.932 -1.040 -0.780
C -0.904 1.217 -0.070
N 0.575 1.217 0.479
C 1.777 0.809 -0.225
C 1.933 -0.575 -0.201
N 2.308 -1.807 -0.100
H -1.938 -0.542 -1.804
H -1.582 -2.033 -0.426
H -0.960 1.482 -1.330
H -1.925 1.775 0.584
H 0.818 0.367 1.277
H 2.625 1.047 0.537
H 1.947 1.211 -1.108
*
```

Computed properties:
- LUMO energy (eV) = 0.430
- structure (SMILES) = [H]/N=C(\N)CNCC#N

---

8.
Density functional theory data (the ωB97M-V functional and the def2-TZVPD basis) for a gas-phase ion, C4H8N4 (charge +2).

ORCA input file:
```
! wB97M-V def2-TZVPD RIJCOSX def2/J DEFGRID3
* xyz 2 1
H 1.952 -2.552 0.096
N 1.511 -1.653 -0.155
N 0.316 -1.650 -0.045
C -0.341 -0.413 -0.002
C -1.682 -0.218 -0.072
C -2.528 0.936 -0.053
N 0.526 0.697 -0.108
C 1.693 0.864 -0.080
N 2.868 1.153 0.043
H -0.238 -2.472 0.189
H -2.238 -1.075 -0.104
H -2.549 1.344 0.969
H -3.582 0.549 -0.250
H -2.389 1.811 -0.576
H 3.316 1.277 1.012
H 3.365 1.402 -0.864
*
```

Computed properties:
- LUMO energy (spin up / spin down) (eV) = -10.424 / -10.424
- structure (SMILES) = [H]/N=[NH+]/C(=C/C)N=C=[NH2+]

---

Energy above the lowest of the compared OMol25 structures with the same formula, charge and spin? In order: 129.1; 95.2; 36.2; 39.4; 88.5; 158.0; 163.9; 98.5 kcal per mole.